1.
Entry from the Open Molecules 2025 dataset: a cluster of 2 separate species, C4H12 in total in a non-equilibrium geometry (the ωB97M-V functional and the def2-TZVPD basis).

As for the SMILES: CC.CC. The spin multiplicity is 1.

Last columns: bonded neighbours and bond lengths (Å).
Cartesian coordinates (Å):
1 C -1.72 -1.58 1.14  C2 1.534, H3 1.088, H4 1.088, H5 1.091
2 C -1.87 -0.91 -0.23  C1 1.534, H6 1.085, H7 1.091, H8 1.084
3 H -2.32 -1.02 1.86  C1 1.088
4 H -2.09 -2.59 1.24  C1 1.088
5 H -0.71 -1.45 1.53  C1 1.091
6 H -0.96 -1.03 -0.81  C2 1.085
7 H -1.92 0.16 -0.03  C2 1.091
8 H -2.76 -1.19 -0.78  C2 1.084
9 C 1.85 1.84 -0.95  C10 1.548, H11 1.087, H12 1.090, H13 1.089
10 C 1.78 0.57 -0.07  C9 1.548, H14 1.090, H15 1.095, H16 1.088
11 H 1.04 1.86 -1.68  C9 1.087
12 H 1.68 2.74 -0.35  C9 1.090
13 H 2.87 1.89 -1.33  C9 1.089
14 H 2.53 -0.21 -0.20  C10 1.090
15 H 0.90 -0.04 -0.30  C10 1.095
16 H 1.70 0.94 0.95  C10 1.088



2.
Entry from the Open Molecules 2025 dataset: a cluster of 2 separate species, C4H12 in total in a non-equilibrium geometry (the ωB97M-V functional and the def2-TZVPD basis).

As for the SMILES: CC.CC. The spin multiplicity is 1.

Last columns: bonded neighbours and bond lengths (Å).
Cartesian coordinates (Å):
1 C -1.20 -1.44 2.04  C2 1.520, H3 1.091, H4 1.079, H5 1.085
2 C -0.16 -0.50 1.46  C1 1.520, H6 1.091, H7 1.098, H8 1.082
3 H -2.22 -1.06 2.07  C1 1.091
4 H -1.29 -2.32 1.42  C1 1.079
5 H -1.01 -1.79 3.05  C1 1.085
6 H 0.80 -0.59 1.98  C2 1.091
7 H -0.36 0.57 1.60  C2 1.098
8 H -0.02 -0.72 0.41  C2 1.082
9 C 1.40 0.75 -1.69  C10 1.532, H11 1.092, H12 1.082, H13 1.082
10 C -0.05 1.23 -1.76  C9 1.532, H14 1.084, H15 1.092, H16 1.088
11 H 1.54 -0.32 -1.88  C9 1.092
12 H 1.99 1.25 -2.45  C9 1.082
13 H 1.85 0.89 -0.71  C9 1.082
14 H -0.53 1.37 -0.80  C10 1.084
15 H -0.62 0.53 -2.38  C10 1.092
16 H -0.12 2.14 -2.35  C10 1.088



3.
Entry from the Open Molecules 2025 dataset: a cluster of 2 separate species, C4H12 in total in a non-equilibrium geometry (the ωB97M-V functional and the def2-TZVPD basis).

As for the SMILES: CC.CC. The spin multiplicity is 1.

Last columns: bonded neighbours and bond lengths (Å).
Cartesian coordinates (Å):
1 C 1.12 0.55 1.96  C2 1.522, H3 1.082, H4 1.092, H5 1.097
2 C 1.81 0.87 0.64  C1 1.522, H6 1.092, H7 1.075, H8 1.086
3 H 0.75 1.44 2.45  C1 1.082
4 H 0.33 -0.20 1.91  C1 1.092
5 H 1.76 0.04 2.70  C1 1.097
6 H 1.74 1.92 0.38  C2 1.092
7 H 1.46 0.31 -0.21  C2 1.075
8 H 2.89 0.72 0.74  C2 1.086
9 C -2.05 -0.35 -1.66  C10 1.515, H11 1.098, H12 1.091, H13 1.086
10 C -0.91 -1.06 -0.96  C9 1.515, H14 1.097, H15 1.088, H16 1.095
11 H -1.93 0.74 -1.62  C9 1.098
12 H -2.06 -0.52 -2.74  C9 1.091
13 H -2.99 -0.58 -1.16  C9 1.086
14 H -0.86 -0.82 0.10  C10 1.097
15 H 0.14 -0.92 -1.24  C10 1.088
16 H -1.10 -2.14 -0.96  C10 1.095



4.
Entry from the Open Molecules 2025 dataset: a cluster of 2 separate species, C4H12 in total in a non-equilibrium geometry (the ωB97M-V functional and the def2-TZVPD basis).

As for the SMILES: CC.CC. The spin multiplicity is 1.

Last columns: bonded neighbours and bond lengths (Å).
Cartesian coordinates (Å):
1 C 1.90 1.56 0.82  C2 1.507, H3 1.100, H4 1.110, H5 1.087
2 C 1.81 2.00 -0.62  C1 1.507, H6 1.092, H7 1.091, H8 1.091
3 H 0.91 1.65 1.30  C1 1.100
4 H 1.96 0.46 1.00  C1 1.110
5 H 2.61 2.00 1.51  C1 1.087
6 H 2.68 1.49 -1.05  C2 1.092
7 H 1.88 3.08 -0.77  C2 1.091
8 H 0.84 1.79 -1.08  C2 1.091
9 C -1.08 -1.87 0.05  C10 1.532, H11 1.094, H12 1.090, H13 1.088
10 C -2.55 -1.59 -0.25  C9 1.532, H14 1.098, H15 1.092, H16 1.089
11 H -0.64 -0.91 0.35  C9 1.094
12 H -1.01 -2.77 0.66  C9 1.090
13 H -0.40 -2.07 -0.77  C9 1.088
14 H -2.95 -2.47 -0.78  C10 1.098
15 H -2.65 -0.73 -0.90  C10 1.092
16 H -3.31 -1.61 0.53  C10 1.089



5.
Entry from the Open Molecules 2025 dataset: a cluster of 2 separate species, C4H12 in total in a non-equilibrium geometry (the ωB97M-V functional and the def2-TZVPD basis).

As for the SMILES: CC.CC. The spin multiplicity is 1.

Last columns: bonded neighbours and bond lengths (Å).
Cartesian coordinates (Å):
1 C -0.70 0.83 1.52  C2 1.507, H3 1.118, H4 1.104, H5 1.149
2 C -0.83 0.25 2.91  C1 1.507, H6 0.983, H7 1.110, H8 1.056
3 H 0.22 0.70 0.90  C1 1.118
4 H -1.44 0.54 0.75  C1 1.104
5 H -0.74 1.97 1.50  C1 1.149
6 H -0.35 -0.61 2.93  C2 0.983
7 H -0.38 0.96 3.63  C2 1.110
8 H -1.86 0.06 3.05  C2 1.056
9 C 0.61 -1.04 -2.69  C10 1.537, H11 1.083, H12 1.208, H13 1.150
10 C 0.97 0.00 -1.62  C9 1.537, H14 1.112, H15 1.145, H16 1.046
11 H 1.01 -0.87 -3.69  C9 1.083
12 H 0.94 -2.16 -2.38  C9 1.208
13 H -0.49 -1.34 -2.75  C9 1.150
14 H 1.04 0.97 -2.15  C10 1.112
15 H 1.83 -0.33 -0.95  C10 1.145
16 H 0.16 0.09 -0.96  C10 1.046



6.
Entry from the Open Molecules 2025 dataset: a cluster of 2 separate species, C4H12 in total in a non-equilibrium geometry (the ωB97M-V functional and the def2-TZVPD basis).

As for the SMILES: CC.CC. The spin multiplicity is 1.

Last columns: bonded neighbours and bond lengths (Å).
Cartesian coordinates (Å):
1 C 0.34 2.80 1.55  C2 1.590, H3 1.107, H4 1.115, H5 1.183
2 C -0.27 1.84 0.44  C1 1.590, H6 1.113, H7 1.131, H8 1.167
3 H 1.34 2.40 1.82  C1 1.107
4 H 0.40 3.86 1.23  C1 1.115
5 H -0.46 2.58 2.40  C1 1.183
6 H 0.14 1.98 -0.59  C2 1.113
7 H -0.04 0.79 0.79  C2 1.131
8 H -1.44 1.87 0.43  C2 1.167
9 C 0.39 -2.88 -0.71  C10 1.493, H11 1.092, H12 1.136, H13 1.132
10 C -0.30 -1.67 -1.25  C9 1.493, H14 1.101, H15 1.128, H16 1.257
11 H 0.61 -3.55 -1.55  C9 1.092
12 H 1.33 -2.54 -0.17  C9 1.136
13 H -0.34 -3.34 0.01  C9 1.132
14 H 0.29 -1.25 -2.08  C10 1.101
15 H -0.60 -0.88 -0.51  C10 1.128
16 H -1.39 -2.01 -1.80  C10 1.257



Computed values of orbital gap (unit: eV) for the preceding records, in sequence: 12.75 12.77 12.70 12.11 12.28 12.29.
Computed values of energy relative to the best compared isomer or geometry (same formula, charge and spin) (unit: kJ/mol) for the preceding records, in sequence: 47.0 29.5 37.2 83.5 125.5 102.0.
Computed values of E_LUMO (unit: eV) for the preceding records, in sequence: 1.1 1.2 1.2 1.1 1.1 1.1.